# 1
Entry from the OMol25 dataset: a molecular structure, CH12FO5Zr (ωB97M-V/def2-TZVPD).

```
! wB97M-V def2-TZVPD RIJCOSX def2/J DEFGRID3
* xyz 3 1
Zr -3.87254 1.04682 -0.62681
F -0.50150 0.90359 -1.40022
C 4.25538 0.63274 0.97737
O 3.87316 0.34794 -0.34362
H 3.51566 0.17164 1.63183
H 5.17880 0.16930 1.32467
H 4.23921 1.67222 1.30492
H 2.96530 0.64062 -0.45199
O -2.85214 3.94834 -3.03214
H -2.02176 4.07367 -3.49148
H -3.41495 4.65077 -3.35783
O 1.18311 -3.29432 -0.47152
H 1.66490 -3.17184 0.34647
H 1.26647 -2.45651 -0.92690
O -2.31170 0.16231 2.72680
H -2.02621 0.75679 3.42056
H -2.22649 -0.71111 3.10906
O -3.11382 -2.82839 -0.33577
H -2.20039 -3.06999 -0.18248
H -3.60048 -3.64460 -0.22092
*
```

Calculated values
Kohn-Sham gap: 0.0856 hartree

Löwdin atomic charge list, values in e, 8 entries: 1.965 -0.323 0.042 0.216 0.165 0.139 0.172 0.141

=====

# 2
Entry from the OMol25 dataset: a molecular structure, C47H37F6N5O4P2S3Ti (ωB97M-V/def2-TZVPD).

```
! wB97M-V def2-TZVPD RIJCOSX def2/J DEFGRID3
* xyz 0 3
Ti -3.36808 -0.24613 1.76684
F 0.60474 0.67694 5.06731
C 0.13275 1.27302 3.95369
F 0.83959 0.93658 2.85431
F 0.26594 2.60574 4.17029
S -1.75367 1.02076 3.63578
O -1.87916 1.09532 2.12956
O -2.39498 1.92083 4.51934
N -2.46865 -0.47533 4.13060
S -1.75111 -1.89506 3.48391
O -1.53091 -1.68242 2.01941
O -2.56565 -2.99975 3.99180
C -0.09619 -2.34378 4.20767
F 0.92145 -1.55993 3.85119
F 0.12903 -3.59437 3.69681
F -0.14634 -2.35648 5.53269
S -6.31995 -6.66153 -0.92032
N -5.32451 -5.55296 -1.56902
C -4.93252 -4.69845 -0.60719
C -4.05551 -3.53323 -0.79220
C -3.07789 -3.43713 -1.79015
C -2.24607 -2.31540 -1.81872
C -2.46783 -1.24212 -0.97213
N -3.42812 -1.31605 -0.01219
C -4.10341 -2.53783 0.20132
C -4.84728 -2.79943 1.40054
N -4.76350 -1.82552 2.38433
C -5.38719 -1.99108 3.54148
C -6.04971 -3.17676 3.85491
C -6.09952 -4.22167 2.95723
C -5.47230 -4.04565 1.74349
C -5.57221 -4.93455 0.61654
N -6.35978 -6.00537 0.58527
H -2.88494 -4.33246 -2.41392
H -1.50803 -2.21009 -2.61928
H -1.93365 -0.30564 -1.05128
H -5.27606 -1.22702 4.32158
H -6.60125 -3.22636 4.81239
H -6.65637 -5.13815 3.18322
C 3.50800 1.93692 0.26848
C 3.15313 0.42783 0.30943
P 3.74073 -0.59557 -1.14392
C 3.17171 -2.28217 -0.83897
C 2.91062 -3.04091 -2.00051
C 2.12457 -4.20745 -1.90900
C 1.94170 -4.80457 -0.63493
C 2.34159 -4.13743 0.53556
C 3.01355 -2.95345 0.40421
C 5.49423 -0.76100 -0.80731
C 6.37088 0.23409 -1.28565
C 7.71747 0.18475 -1.06800
C 8.31691 -0.87206 -0.34879
C 7.49152 -1.89064 0.11891
C 6.11621 -1.86980 -0.19137
C 2.40021 2.82777 -0.26853
P 1.55783 2.34211 -1.85194
C 0.60272 3.82953 -2.07947
C 0.46091 4.41702 -3.36503
C -0.34398 5.47237 -3.69986
C -1.03845 6.08464 -2.66687
C -0.89083 5.60340 -1.32143
C -0.12081 4.45798 -1.06378
C 2.98260 2.65766 -2.91754
C 3.37134 3.96967 -3.20711
C 4.38710 4.23476 -4.17680
C 4.91036 3.19623 -4.92361
C 4.51339 1.87163 -4.62672
C 3.52230 1.60797 -3.74004
H 4.42363 2.10315 -0.31350
H 3.87370 2.23457 1.27669
H 2.05895 0.30909 0.45412
H 3.64191 -0.02145 1.17937
H 3.30841 -2.81927 -2.96282
H 1.79524 -4.69501 -2.79847
H 1.43349 -5.80277 -0.58929
H 2.14639 -4.58120 1.51669
H 3.36975 -2.51627 1.35392
H 5.96983 1.07655 -1.84410
H 8.38509 0.97883 -1.40772
H 9.38263 -0.89771 -0.13877
H 7.92850 -2.74075 0.68158
H 5.55820 -2.76640 0.06240
H 2.77849 3.84708 -0.40715
H 1.57319 2.83203 0.46931
H 0.99621 3.90231 -4.18591
H -0.34391 5.83638 -4.72791
H -1.61484 6.99660 -2.80719
H -1.42477 6.11404 -0.52847
H -0.07201 4.10289 -0.02693
H 2.99315 4.78371 -2.58376
H 4.67959 5.28252 -4.35224
H 5.63115 3.33993 -5.69908
H 4.97827 1.04644 -5.17500
H 3.14644 0.60335 -3.65564
C -6.15152 3.46260 0.90839
C -5.73974 2.67543 -0.18379
C -5.04130 1.50692 0.01042
C -4.53132 1.20928 1.29181
C -4.86721 2.04213 2.37058
C -5.69364 3.15921 2.17991
H -6.72566 4.35705 0.72211
H -5.94755 2.98967 -1.21715
H -4.75741 0.83460 -0.82814
H -4.51158 1.83833 3.35825
H -5.92840 3.79337 3.05097
*
```

Calculated values
Kohn-Sham gap (spin up / spin down): 0.1878 / 0.2746 hartree

Löwdin atomic charge list, values in e, 8 entries: 0.937 0.142 -0.571 0.129 0.128 0.729 -0.385 -0.249

=====

# 3
Entry from the OMol25 dataset: a molecular structure, C35H44BN8O2S3Zn (ωB97M-V/def2-TZVPD).

```
! wB97M-V def2-TZVPD RIJCOSX def2/J DEFGRID3
* xyz -1 1
Zn -0.23209 -0.23798 0.96871
O -1.20868 -1.63964 2.13465
C -0.61121 -2.77106 2.31851
C -1.31739 -3.99373 2.15261
C -0.72414 -5.21864 2.35829
C 0.60710 -5.31947 2.77534
C 1.31528 -4.15066 2.97312
C 0.75602 -2.89472 2.73100
C 1.52618 -1.69740 3.03222
N 1.25527 -0.59017 2.46716
N 1.86002 0.54914 2.96542
C 1.04393 1.55921 2.75885
O -0.07605 1.52438 2.14790
C 1.47381 2.87060 3.34455
C 0.52406 3.86346 3.55115
C 0.89664 5.09811 4.06476
C 2.22666 5.35270 4.36763
C 3.17927 4.35908 4.16944
C 2.80408 3.12185 3.66989
H -2.34980 -3.92037 1.83544
H -1.30517 -6.12086 2.19751
H 1.06479 -6.28429 2.95192
H 2.34487 -4.19320 3.31823
H 2.29512 -1.72574 3.80889
H -0.50418 3.64674 3.29431
H 0.14739 5.86485 4.22339
H 2.52155 6.31892 4.75933
H 4.21887 4.55156 4.40616
H 3.53037 2.33649 3.51086
C -5.87965 -1.90141 -1.45718
C -4.70105 -1.24853 -0.72898
C -5.14243 0.03310 -0.01615
C -4.19695 -2.23273 0.32026
N -3.69904 -0.85034 -1.76211
C -4.09606 -0.01060 -2.79351
C -3.00014 0.31802 -3.49330
N -1.91925 -0.29867 -2.90710
B -0.49853 0.13510 -3.33860
N -0.10607 1.53830 -2.82391
C 0.89569 2.20185 -3.49386
C 1.22593 3.28970 -2.78505
N 0.40977 3.32049 -1.66380
C -0.40814 2.21929 -1.68590
S -1.58317 1.77799 -0.53758
C 0.70042 4.29105 -0.56757
C -0.45412 4.47246 0.41168
C 0.98509 5.66099 -1.19447
C 1.93268 3.76764 0.16980
N 0.56704 -0.94034 -3.00195
C 0.53137 -2.10488 -3.73071
C 1.34161 -2.99318 -3.13710
N 1.90444 -2.37013 -2.03516
C 1.39990 -1.10606 -1.94766
S 1.75469 0.07924 -0.76044
C 2.81862 -3.16163 -1.15603
C 1.98492 -4.29641 -0.55233
C 3.94893 -3.70800 -2.03393
C 3.45562 -2.36704 -0.02312
C -2.34324 -1.01084 -1.83665
S -1.34944 -1.93208 -0.80756
H -6.63046 -2.19606 -0.72294
H -5.54687 -2.79473 -1.98783
H -6.35796 -1.23174 -2.17182
H -5.86645 -0.21330 0.76240
H -5.60414 0.74387 -0.70343
H -4.28158 0.51695 0.44532
H -5.05211 -2.45001 0.96731
H -3.38660 -1.83727 0.92830
H -3.85297 -3.16327 -0.12861
H -5.11696 0.28974 -2.93064
H -2.88291 0.95842 -4.34923
H -0.52383 0.20984 -4.55124
H 1.29801 1.82061 -4.41539
H 1.97750 4.02933 -2.97531
H -1.37834 4.73517 -0.10424
H -0.17440 5.29025 1.08083
H -0.63106 3.57719 0.99734
H 0.14383 5.98675 -1.80900
H 1.89058 5.67863 -1.79924
H 1.12341 6.38246 -0.38907
H 1.73501 2.76253 0.54160
H 2.17406 4.40999 1.01886
H 2.79630 3.72110 -0.49756
H -0.09904 -2.20275 -4.59629
H 1.56072 -4.01058 -3.39627
H 1.62859 -4.99207 -1.31385
H 1.12181 -3.89234 -0.02066
H 2.58786 -4.85493 0.16470
H 3.58587 -4.33542 -2.84717
H 4.61531 -4.31235 -1.41717
H 4.52516 -2.88569 -2.46108
H 2.72147 -1.97916 0.67410
H 4.04769 -1.53029 -0.38805
H 4.11045 -3.06239 0.50805
*
```

Calculated values
Kohn-Sham gap: 0.2487 hartree

Löwdin atomic charge list, values in e, 8 entries: 0.477 -0.199 -0.411 -0.034 -0.113 -0.139 -0.090 -0.166

=====

# 4
Entry from the OMol25 dataset: a molecular structure, C20H39CuF6NO9S2 (ωB97M-V/def2-TZVPD).

```
! wB97M-V def2-TZVPD RIJCOSX def2/J DEFGRID3
* xyz 0 2
Cu 30.24768 2.40133 8.96806
C 32.01225 5.23034 9.29997
O 32.49837 5.37661 10.63236
O 31.08465 4.27727 9.27317
C 31.63362 6.55404 8.64565
F 32.74252 7.33113 8.49983
F 31.18859 6.41447 7.37915
F 30.73212 7.30460 9.30019
C 33.82674 5.84213 10.76409
C 34.13693 5.94341 12.24418
H 35.12379 6.39819 12.38355
H 33.44882 6.58970 12.78772
H 34.22582 4.97396 12.73931
H 33.93745 6.86484 10.39516
H 34.58311 5.22499 10.26792
H 32.84255 4.82793 8.68116
C 33.15929 1.50187 8.19499
O 33.28549 2.06388 6.87572
O 31.88814 1.26252 8.42519
C 34.06138 0.26026 8.21289
F 35.32250 0.53356 7.86057
F 34.10939 -0.28828 9.45044
F 33.62695 -0.70657 7.38984
C 34.18819 3.11596 6.68616
C 34.01924 3.61484 5.25882
H 32.98209 3.96174 5.13387
H 34.53362 4.54782 5.02622
H 34.17413 2.79808 4.55883
H 35.25373 2.84458 6.71850
H 34.00601 3.91436 7.41572
H 33.64374 2.20704 8.90848
C 27.65115 -0.36554 6.81743
C 28.81843 0.54592 7.16539
C 28.75142 1.84681 6.39548
O 29.62184 2.81210 6.94992
C 29.74337 3.96935 6.14496
N 28.74675 0.82381 8.62515
H 26.70283 0.17087 6.90064
H 27.58016 -1.21817 7.49489
H 27.71174 -0.79556 5.81534
H 29.80643 0.11655 6.98707
H 27.74420 2.28301 6.48478
H 28.99537 1.66341 5.34562
H 30.45268 4.62556 6.63515
H 28.76982 4.44459 6.00403
H 30.18010 3.68117 5.18428
H 28.72629 -0.05472 9.13364
H 27.83402 1.22048 8.85349
C 33.11177 2.27646 11.99029
C 33.33956 0.78451 12.21367
C 31.96240 0.11522 12.06653
S 30.69525 1.38449 12.35270
O 29.84530 1.01109 13.44963
O 30.11699 1.78891 11.09167
C 31.88571 2.69136 12.78202
H 33.01934 2.59080 10.95034
H 33.93801 2.84187 12.43107
H 33.63249 0.64822 13.26012
H 34.16472 0.40167 11.62147
H 31.84620 -0.70317 12.77020
H 31.87459 -0.22745 11.03311
H 32.01347 2.64062 13.86239
H 31.50457 3.64900 12.42935
C 28.71990 5.92771 11.88862
C 28.08763 6.90609 10.89319
C 27.62327 6.22685 9.62747
S 27.36127 4.48168 10.16094
O 28.38340 3.62781 9.60631
O 25.97561 4.10026 10.05570
C 27.76232 4.75537 11.89327
H 28.90065 6.45190 12.82492
H 29.70372 5.56987 11.56336
H 28.80104 7.69990 10.66310
H 27.30968 7.49503 11.38912
H 28.38432 6.15610 8.85030
H 26.67052 6.45402 9.15561
H 28.09523 3.80497 12.30665
H 26.83626 5.07434 12.37733
*
```

Calculated values
Kohn-Sham gap (spin up / spin down): 0.3292 / 0.2876 hartree

Löwdin atomic charge list, values in e, 8 entries: 0.672 -0.453 -0.077 -0.159 -0.517 0.115 0.123 0.144